# 1
{
  "formula": "C7H10NO",
  "method": "wB97M-V/def2-TZVPD",
  "charge": 1,
  "homo_lumo_gap_ev": 9.1,
  "e_above_lowest_ev": 1.6894,
  "species": ["C", "C", "C", "C", "C", "C", "C", "N", "O", "H", "H", "H", "H", "H", "H", "H", "H", "H", "H"],
  "coordinates": [[-1.547948, -0.242892, 0.391495], [-1.273073, -1.365400, 1.270750], [-1.264723, -2.285389, 2.045170], [1.468254, 0.815670, -1.585695], [1.385099, 1.863658, -0.458853], [0.323445, -0.166786, -1.282763], [0.269182, 1.400083, 0.372244], [-0.328913, 0.377931, -0.107379], [-1.075407, -3.150882, 2.972081], [-2.132258, 0.505669, 0.933520], [1.336679, 1.278425, -2.561842], [2.431238, 0.311790, -1.585162], [2.305393, 1.973581, 0.115962], [1.147099, 2.865304, -0.833872], [-0.396316, -0.245905, -2.102139], [0.677232, -1.175533, -1.051523], [-0.079730, 1.903244, 1.263528], [-2.121709, -0.591807, -0.472902], [-1.123545, -4.070762, 2.677379]],
  "forces_ev_per_angstrom": [[-0.715, -0.425, 0.592], [-0.157, -0.382, 0.216], [0.492, 0.564, -0.529], [0.010, -0.040, -0.037], [0.445, 0.120, -0.269], [0.516, -0.497, -0.964], [-0.443, 0.124, -0.031], [0.242, 0.635, 0.199], [-0.094, -0.399, 0.552], [0.068, 0.050, -0.212], [0.019, -0.041, 0.059], [-0.036, -0.003, -0.001], [-0.024, -0.026, 0.083], [-0.017, -0.025, 0.116], [-0.012, 0.033, 0.186], [-0.115, 0.092, 0.039], [-0.174, -0.098, 0.107], [0.066, 0.274, 0.031], [-0.072, 0.042, -0.137]]
}

# 2
{
  "formula": "C9H16NS",
  "method": "wB97M-V/def2-TZVPD",
  "charge": 1,
  "homo_lumo_gap_ev": 8.3,
  "e_above_lowest_ev": 0.9174,
  "species": ["C", "C", "C", "C", "C", "C", "C", "C", "C", "N", "S", "H", "H", "H", "H", "H", "H", "H", "H", "H", "H", "H", "H", "H", "H", "H", "H"],
  "coordinates": [[-1.054327, -1.128682, -1.069355], [-0.849456, 0.088044, -1.903534], [-0.341248, 1.418680, 0.122097], [0.173408, -0.924710, 0.237415], [0.263445, 0.838290, -1.166525], [-0.354772, 0.269740, 1.142840], [-1.722586, -0.154781, 1.635193], [0.635512, 0.537256, 2.345280], [1.865107, -0.883308, -1.698312], [1.120951, -0.199284, -0.608334], [-1.876487, -2.479229, -1.366861], [-0.469852, -0.221621, -2.953032], [-1.921583, 0.529402, -1.805024], [0.236494, 2.269028, 0.607813], [-1.331128, 1.814692, 0.045516], [0.424101, -1.879536, 0.766057], [0.881074, 1.604347, -1.809901], [-1.582899, -0.769916, 2.531878], [-2.200605, -0.655679, 0.818621], [-2.340981, 0.739252, 2.142757], [0.212994, 1.523782, 2.737845], [1.731124, 0.634643, 2.105564], [0.561886, -0.031138, 3.171028], [2.941374, -0.427701, -1.931050], [1.949063, -1.929652, -1.353792], [1.322489, -0.918649, -2.702501], [1.726900, 0.336730, -0.041680]],
  "forces_ev_per_angstrom": [[2.524, -1.949, 1.743], [-0.842, -0.251, -0.879], [1.073, 1.524, 1.505], [-3.474, -0.203, -0.938], [-1.293, 3.337, -0.925], [1.442, -1.972, 0.284], [-0.542, 2.427, 2.593], [-0.615, 3.944, -2.806], [2.024, -1.201, -1.452], [0.977, -0.460, -1.760], [0.385, 0.976, 0.350], [-1.489, 0.723, 1.476], [2.120, 0.092, -1.029], [-0.306, -0.898, -1.012], [-0.621, 0.186, -0.631], [0.281, 0.953, -0.878], [-1.208, -1.637, 1.236], [-0.178, -0.546, -0.542], [-1.003, -0.133, 0.176], [1.198, -1.703, -1.725], [1.132, -0.802, -0.483], [-1.067, 0.174, -0.053], [-0.466, -2.820, 2.434], [-2.483, -0.812, 0.955], [0.423, 0.467, -0.431], [0.515, 0.305, 1.734], [1.493, 0.278, 1.058]]
}

# 3
{
  "formula": "C6H7NO2",
  "method": "wB97M-V/def2-TZVPD",
  "homo_lumo_gap_ev": 9.7,
  "e_above_lowest_ev": 4.8626,
  "species": ["C", "C", "C", "C", "C", "C", "O", "O", "N", "H", "H", "H", "H", "H", "H", "H"],
  "coordinates": [[-2.819971, -0.479264, -0.428640], [0.486349, 0.284056, 0.344740], [1.923199, 0.234326, 0.019960], [-1.410921, -0.295594, -0.061240], [-0.444051, -0.901464, 0.626800], [2.692469, 1.317306, 0.031650], [-0.138461, 1.438556, 0.761080], [2.421929, -1.001154, -0.278360], [-0.567041, 0.869736, -0.471320], [1.720929, -1.663174, -0.259000], [-0.347091, -1.786454, 1.221200], [-3.186181, -1.433404, -0.061130], [-2.926081, -0.435294, -1.510670], [-3.416421, 0.328486, -0.005730], [3.737119, 1.249206, -0.204770], [2.274229, 2.274126, 0.275430]],
  "forces_ev_per_angstrom": [[-0.004, 0.123, 0.062], [-0.446, -0.731, -0.223], [0.163, 0.442, 0.046], [0.543, -0.253, 0.265], [0.085, 0.296, -0.130], [-0.161, -0.380, 0.011], [0.306, 1.032, 1.614], [-0.008, -0.056, -0.021], [-0.277, -0.385, -1.716], [0.008, 0.123, -0.026], [-0.071, -0.275, 0.196], [-0.079, -0.048, -0.005], [-0.054, -0.031, -0.080], [-0.103, 0.044, 0.022], [0.256, -0.049, -0.079], [-0.158, 0.149, 0.064]]
}

# 4
{
  "formula": "C2H4BrCl2OP",
  "method": "wB97M-V/def2-TZVPD",
  "homo_lumo_gap_ev": 9.7,
  "e_above_lowest_ev": 1.4509,
  "species": ["C", "C", "O", "P", "Cl", "Cl", "Br", "H", "H", "H", "H"],
  "coordinates": [[1.077014, -0.048017, -0.474278], [0.092622, -0.346207, 0.568248], [0.506451, 0.047186, -1.726409], [-1.495336, 0.733289, 0.283895], [-1.046609, 2.561523, 0.935006], [-2.721201, 0.163151, 1.772701], [-0.558318, -2.175495, 0.142845], [1.537529, 1.039042, -0.338351], [0.140164, -0.861715, -2.060254], [1.967673, -0.772850, -0.603742], [0.500013, -0.339906, 1.500334]],
  "forces_ev_per_angstrom": [[3.462, 1.678, -1.283], [-2.328, -0.201, -1.787], [-1.746, -1.883, -2.522], [0.178, -1.388, -1.575], [0.843, 1.041, 0.496], [-0.240, -0.502, 0.848], [-0.048, 0.251, 0.443], [-0.828, -2.153, 0.207], [1.046, 2.373, 1.201], [-1.214, 0.905, 1.157], [0.875, -0.120, 2.816]]
}

# 5
{
  "formula": "C18H23NO2S2",
  "method": "wB97M-V/def2-TZVPD",
  "homo_lumo_gap_ev": 9.0,
  "species": ["C", "C", "C", "C", "H", "H", "S", "C", "N", "C", "C", "C", "C", "S", "O", "O", "C", "C", "C", "C", "C", "C", "C", "H", "H", "H", "H", "H", "H", "H", "C", "H", "H", "H", "H", "C", "H", "H", "H", "H", "H", "H", "H", "H", "H", "H"],
  "coordinates": [[-3.451465, -2.761851, -1.822855], [-2.627186, -1.962629, -0.821939], [-2.048832, -2.859314, 0.270232], [-1.325579, -2.074387, 1.354121], [-0.914044, -2.738807, 2.112724], [-1.970008, -1.327052, 1.813262], [0.105314, -1.150826, 0.680602], [-0.601507, 0.431234, 0.421640], [-1.732583, 0.693849, 1.052233], [-2.282254, 1.894538, 0.930169], [-1.684903, 2.892040, 0.176186], [-0.496904, 2.635799, -0.512319], [0.055821, 1.366344, -0.387292], [1.468474, 0.719661, -1.313753], [0.958412, -0.389877, -2.073982], [2.127111, 1.754979, -2.072315], [2.643524, 0.213311, -0.042827], [2.672486, 0.992639, 1.097530], [3.580756, 0.713746, 2.103123], [4.458442, -0.346256, 1.946904], [4.436066, -1.105443, 0.790771], [3.533451, -0.836013, -0.233824], [3.527399, -1.634117, -1.493332], [4.307635, -2.391204, -1.477409], [3.677360, -0.977848, -2.349211], [2.558310, -2.110443, -1.627924], [5.134031, -1.921529, 0.672878], [5.169148, -0.576903, 2.726603], [3.603609, 1.317515, 2.997253], [1.979384, 1.815840, 1.191875], [0.102681, 3.731014, -1.332884], [-0.597996, 4.024522, -2.113534], [1.032438, 3.418462, -1.793172], [0.281532, 4.602561, -0.703848], [-2.143953, 3.866197, 0.104023], [-3.577723, 2.113159, 1.644791], [-3.525724, 3.007832, 2.261539], [-3.803149, 1.254093, 2.269489], [-4.381698, 2.246823, 0.922486], [-2.856711, -3.423110, 0.745543], [-1.358589, -3.575818, -0.180206], [-3.251560, -1.192525, -0.362297], [-1.810023, -1.463548, -1.347690], [-2.837488, -3.523647, -2.297662], [-3.846394, -2.109652, -2.597892], [-4.287097, -3.253369, -1.327789]],
  "forces_ev_per_angstrom": [[0.096, 0.197, 0.108], [-0.095, -0.293, 0.001], [-0.003, 0.334, -0.064], [0.300, 0.088, -0.184], [0.016, 0.065, 0.057], [0.025, -0.166, 0.105], [-0.359, -0.755, 0.644], [-0.097, -0.191, 0.171], [-0.023, -0.047, 0.072], [0.100, 0.271, -0.138], [0.193, -0.250, -0.078], [-0.104, 0.182, 0.112], [0.409, -0.394, -0.152], [0.055, 0.295, -0.470], [0.128, -0.058, 0.160], [0.015, 0.067, 0.272], [-0.390, 0.378, -0.192], [0.064, 0.131, 0.153], [-0.027, 0.036, -0.028], [-0.016, 0.040, 0.066], [-0.111, 0.069, -0.084], [0.026, -0.091, -0.070], [-0.006, -0.189, -0.102], [0.052, -0.008, -0.012], [0.036, -0.069, -0.122], [0.013, -0.094, -0.069], [0.047, -0.079, -0.053], [0.058, -0.027, 0.063], [-0.012, 0.052, 0.068], [-0.039, 0.076, 0.114], [0.158, 0.115, -0.138], [-0.030, 0.042, -0.045], [-0.080, 0.217, -0.014], [-0.020, 0.056, 0.022], [-0.034, 0.127, -0.030], [-0.004, 0.047, -0.020], [-0.064, 0.075, 0.054], [-0.018, -0.014, 0.030], [-0.100, 0.030, -0.009], [-0.011, -0.081, -0.004], [-0.031, -0.112, -0.013], [0.040, 0.054, -0.002], [-0.004, 0.088, 0.044], [0.025, -0.120, -0.093], [-0.078, -0.010, -0.122], [-0.101, -0.081, -0.006]]
}

# 6
{
  "formula": "C4H8N2O",
  "method": "wB97M-V/def2-TZVPD",
  "homo_lumo_gap_ev": 9.5,
  "e_above_lowest_ev": 4.9964,
  "species": ["C", "N", "C", "C", "C", "O", "N", "H", "H", "H", "H", "H", "H", "H", "H"],
  "coordinates": [[-0.950023, -0.890987, 0.793209], [1.213129, -0.665163, -0.618705], [0.104763, -0.006434, 0.004738], [-0.650841, 0.956106, -0.793306], [0.287706, 1.418751, 0.425932], [2.067424, -1.242703, 0.387210], [-1.531421, 1.352319, -1.571994], [2.797438, -0.617666, 0.476832], [0.899269, -1.457772, -1.167650], [-1.731052, 0.769878, -2.384640], [-1.483143, -1.565896, 0.121912], [-0.351399, -1.463043, 1.502225], [-1.656071, -0.273078, 1.342866], [-0.242519, 1.789274, 1.291341], [1.226736, 1.896415, 0.190030]],
  "forces_ev_per_angstrom": [[1.686, 0.475, -0.041], [0.628, 0.181, 0.199], [-1.853, -2.036, -0.526], [2.079, 0.969, 1.856], [-2.111, 0.237, -1.070], [-0.320, -0.015, 0.004], [0.370, 1.045, -0.887], [-0.127, -0.036, -0.223], [0.012, -0.040, 0.132], [-0.356, -0.652, 0.556], [0.096, 0.110, -0.031], [-0.239, -0.184, 0.136], [-0.026, 0.051, -0.090], [0.206, -0.148, 0.274], [-0.045, 0.044, -0.290]]
}